No. 1
The following is a quantum chemistry calculation of a cluster of 5 separate species, C16H37BFN3O13S4 in total at a distorted geometry, from OMol25.

E_HOMO (eV): -10.4
Orbital gap (eV): 10.53

Geometry as ORCA input:
```
! wB97M-V def2-TZVPD RIJCOSX def2/J DEFGRID3
* xyz 0 1
N 1.0704 -4.0561 -2.1706
C 0.0562 -3.7313 -2.6248
C -1.2521 -3.1840 -3.0117
F -1.7072 -3.8798 -4.0763
C -2.2023 -3.3009 -1.8160
C -2.2452 -2.0148 -1.1479
N -2.2868 -0.9316 -0.7428
B -3.6931 -3.7128 -2.2711
N -4.5129 -2.7026 -2.9094
O -4.0602 -4.9932 -1.9861
H -1.0825 -2.1490 -3.2605
H -1.8193 -4.0364 -1.1217
H -5.1039 -2.2095 -2.2577
H -5.0474 -3.0460 -3.6938
H -4.6026 -5.3842 -2.6716
C 6.6646 -2.0104 2.3166
C 5.3935 -2.8279 2.1924
O 4.6979 -2.5736 0.9582
S 5.2601 -3.2580 -0.3702
C 3.8552 -2.9531 -1.3841
O 5.3944 -4.6638 -0.1367
O 6.3696 -2.4923 -0.8508
H 7.4107 -2.3282 1.5893
H 7.0899 -2.1254 3.3139
H 6.4606 -0.9552 2.1365
H 5.5956 -3.8957 2.2930
H 4.6983 -2.5529 2.9834
H 3.0099 -3.4976 -0.9878
H 4.0919 -3.3035 -2.3855
H 3.6630 -1.8831 -1.3953
C -7.7476 -1.2577 -8.2263
C -6.9503 -0.3782 -7.2830
O -7.7500 0.1207 -6.1918
S -8.0703 -0.8694 -4.9882
C -8.6569 0.3435 -3.8556
O -6.8372 -1.4182 -4.5059
O -9.1510 -1.7276 -5.3586
H -8.0428 -2.1889 -7.7444
H -7.1514 -1.5032 -9.1051
H -8.6586 -0.7517 -8.5445
H -6.0750 -0.9011 -6.8943
H -6.5929 0.5036 -7.8108
H -7.8418 1.0184 -3.6105
H -8.9959 -0.1820 -2.9659
H -9.4837 0.8780 -4.3148
C -1.0048 0.6743 1.4144
C 0.2546 1.1474 2.1145
O 0.2723 2.5747 2.3299
S -0.5920 3.1606 3.5271
C 0.1345 4.7651 3.5508
O -0.2442 2.4685 4.7325
O -1.9574 3.2699 3.1167
H -1.8793 0.7932 2.0541
H -0.9156 -0.3739 1.1547
H -1.1832 1.2494 0.5092
H 0.4023 0.6289 3.0635
H 1.1234 0.9367 1.4936
H 1.1842 4.6713 3.8214
H -0.4017 5.3512 4.2940
H 0.0241 5.2129 2.5672
C 7.0660 4.5212 3.6301
C 6.9493 4.0497 5.0664
O 5.7256 4.4883 5.6891
S 4.3863 3.7049 5.3267
C 3.3865 4.3617 6.6185
O 4.5947 2.3085 5.5518
O 3.8903 4.1843 4.0722
H 6.3258 4.0373 2.9941
H 8.0559 4.2889 3.2374
H 6.9006 5.5963 3.5646
H 7.0347 2.9643 5.1371
H 7.7517 4.4780 5.6638
H 3.7884 4.0355 7.5731
H 2.3800 3.9716 6.4766
H 3.3858 5.4459 6.5438
*
```

=====

No. 2
The following is a quantum chemistry calculation of a cluster of 3 separate species, C16H37BrO14P2S in total, from OMol25.

E_HOMO (eV): -9.3
Orbital gap (eV): 9.35

Geometry as ORCA input:
```
! wB97M-V def2-TZVPD RIJCOSX def2/J DEFGRID3
* xyz 0 1
C 4.0855 -2.9873 -0.9367
O 2.9793 -3.3981 -1.7336
C 1.7202 -3.1398 -1.1318
C 0.7593 -4.1188 -1.7837
O -0.5537 -4.0794 -1.2067
S -1.2727 -5.5010 -1.2556
O -1.4030 -5.9985 0.0667
O -2.3853 -5.4433 -2.1284
O -0.1035 -6.2626 -2.0175
C 1.1965 -5.5928 -1.8715
P 2.0203 -6.0522 -3.5746
O 1.7410 -4.6912 -4.4295
O 3.5867 -5.9123 -3.1969
P 1.9551 -6.5851 -0.4086
O 3.5375 -6.1436 -0.4298
Br 1.3823 -5.4630 1.4138
H 4.9495 -3.5817 -1.2240
H 3.8951 -3.1729 0.1212
H 4.2926 -1.9250 -1.0762
H 1.3853 -2.1233 -1.3622
H 1.7564 -3.2270 -0.0511
H 0.6368 -3.7558 -2.8001
H 2.4134 -4.0114 -4.2836
H 3.7636 -5.1507 -2.6197
H 4.0436 -6.8743 -0.8101
C -0.0201 1.3794 0.5089
O 1.1918 1.7522 1.1288
C 1.9397 0.6356 1.5623
C 3.4027 0.9808 1.7221
O 4.1173 1.0428 0.4971
C 3.9207 2.1912 -0.3138
C 4.6253 3.4307 0.1877
O 3.9085 4.0256 1.2525
C 4.7141 4.8694 2.0414
H -0.6738 0.8351 1.1997
H -0.5298 2.2864 0.1943
H 0.1671 0.7521 -0.3715
H 1.8454 -0.1861 0.8390
H 1.5513 0.2880 2.5306
H 3.8688 0.1636 2.2774
H 3.5244 1.8980 2.3020
H 2.8586 2.3913 -0.4711
H 4.3658 1.9325 -1.2772
H 4.7070 4.1484 -0.6409
H 5.6379 3.1614 0.5138
H 5.5486 4.3166 2.4888
H 4.0876 5.2687 2.8363
H 5.1180 5.7036 1.4555
C -5.1077 5.7498 1.6694
O -5.2675 4.5833 0.8972
C -4.2725 4.4509 -0.1000
C -4.1384 3.0131 -0.5461
O -3.4064 2.1928 0.3506
C -4.0574 1.7845 1.5436
C -5.0976 0.7064 1.3440
O -6.3030 1.2509 0.8411
C -7.1108 0.2830 0.2126
H -5.1898 6.6543 1.0548
H -5.8998 5.7582 2.4154
H -4.1375 5.7579 2.1801
H -3.3042 4.8003 0.2801
H -4.5458 5.0651 -0.9698
H -3.5519 3.0123 -1.4676
H -5.1190 2.5863 -0.7674
H -4.4842 2.6366 2.0769
H -3.2637 1.3595 2.1622
H -5.2933 0.2227 2.3115
H -4.7037 -0.0495 0.6530
H -6.5906 -0.1781 -0.6352
H -8.0023 0.7893 -0.1519
H -7.4119 -0.5059 0.9119
*
```

=====

No. 3
The following is a quantum chemistry calculation of a structure of composition C16H37F3Li2N2O4 at a distorted geometry, from OMol25.

E_HOMO (alpha / beta) (eV): -12.4 / -12.4
Orbital gap (alpha / beta) (eV): 10.01 / 4.59
Energy above the lowest of the compared OMol25 structures with the same formula, charge and spin (kcal per mole): 0.00

Geometry as ORCA input:
```
! wB97M-V def2-TZVPD RIJCOSX def2/J DEFGRID3
* xyz 1 2
Li -2.2809 3.8888 -7.0681
Li -4.0642 2.9952 -5.4200
O -4.2052 4.1966 -6.9114
H -4.7369 4.9344 -7.2684
O -2.1143 2.6940 -5.6085
H -1.3015 2.3822 -5.1651
C -0.8749 7.5282 -6.0480
C -1.4530 6.1390 -6.2393
N -0.8062 5.3457 -7.2911
C 0.5560 4.9083 -6.8348
C 0.9996 3.6177 -7.5630
C -0.7702 5.8699 -8.6674
C -2.2064 6.2046 -9.2036
H -0.8422 8.0883 -6.9825
H 0.1126 7.4379 -5.5953
H -1.4680 8.1510 -5.3782
H -1.3288 5.5771 -5.3136
H -2.5172 6.2187 -6.4612
H 1.2155 5.7675 -6.9565
H 0.5283 4.6554 -5.7749
H 0.2791 2.8095 -7.4371
H 1.1654 3.7338 -8.6340
H 1.9762 3.3635 -7.1508
H -0.4744 5.0504 -9.3222
H -0.0785 6.6894 -8.8627
H -2.1347 6.6254 -10.2066
H -2.7383 6.9850 -8.6595
H -2.8979 5.3625 -9.1739
C -3.3656 2.7416 -2.6882
C -4.2215 1.6446 -3.3531
N -5.2955 2.1141 -4.2063
C -6.4091 2.6223 -3.4263
C -7.3715 3.4273 -4.2954
C -5.7627 0.9922 -5.0637
C -4.7815 0.5640 -6.1496
H -2.5025 2.3224 -2.1711
H -3.8906 3.3493 -1.9512
H -3.1438 3.5178 -3.4206
H -3.5649 0.9697 -3.9022
H -4.7011 1.0907 -2.5461
H -6.8547 1.7992 -2.8676
H -5.9447 3.2415 -2.6588
H -7.9998 2.7621 -4.8878
H -7.9699 4.0529 -3.6331
H -6.9071 4.0945 -5.0214
H -6.7451 1.0905 -5.5256
H -5.8167 0.1839 -4.3345
H -4.6769 1.3916 -6.8512
H -5.2606 -0.2349 -6.7155
H -3.7665 0.3263 -5.8311
C -0.5698 -0.1246 -5.3142
C 0.5043 0.5872 -4.4228
O 1.7622 0.3392 -5.0454
C 2.9188 0.9720 -4.6870
O 2.9985 1.8061 -3.7881
C 4.2182 0.4560 -5.4557
F 4.0806 -0.8204 -5.8286
F 4.4716 1.2636 -6.4884
F 5.3138 0.5948 -4.6460
H -0.6001 0.5528 -6.1676
H -1.5166 -0.1591 -4.7752
H -0.2577 -1.1084 -5.6646
H 0.6336 0.2573 -3.3920
H 0.2443 1.6425 -4.3398
*
```

=====

No. 4
The following is a quantum chemistry calculation of a cluster of 7 separate species, C16H38B2F11N4O6 in total at a distorted geometry, from OMol25.

E_HOMO (eV): -7.4
Orbital gap (eV): 3.84

Geometry as ORCA input:
```
! wB97M-V def2-TZVPD RIJCOSX def2/J DEFGRID3
* xyz 1 1
C -3.1448 20.3805 -16.0633
C -3.2074 19.6683 -17.4310
O -2.1913 19.3809 -18.0726
N -4.6162 19.6309 -18.0978
H -5.1833 19.0105 -17.5377
H -4.8290 20.5989 -17.9037
C -4.6714 19.2590 -19.6178
H -3.6348 21.3533 -16.0231
H -2.1614 20.7287 -15.7474
H -3.5527 19.8030 -15.2338
H -3.8412 19.7131 -20.1588
H -5.7150 19.5645 -19.6918
H -4.4322 18.2094 -19.7890
C -9.9860 5.7712 -21.8496
C -9.6003 6.4561 -20.5928
O -8.5498 7.0187 -20.5438
N -10.5942 6.4278 -19.4619
H -11.2980 7.1238 -19.6631
H -11.2168 5.6352 -19.3970
C -9.9724 6.7164 -18.0898
H -10.8282 6.1762 -22.4107
H -10.0737 4.7196 -21.5763
H -9.1229 5.8164 -22.5136
H -10.8030 7.0509 -17.4682
H -9.2468 7.5279 -18.1449
H -9.5602 5.8044 -17.6580
C -9.7007 18.5186 -11.0638
C -10.3766 19.6338 -11.8399
O -11.0624 20.5726 -11.4082
N -10.3735 19.2886 -13.3758
H -9.9761 20.0353 -13.9278
H -9.6644 18.5806 -13.5022
C -11.8446 19.0825 -13.7762
H -8.6497 18.4486 -11.3441
H -10.2027 17.5525 -11.1180
H -9.6741 18.8412 -10.0229
H -12.3353 18.2626 -13.2516
H -11.7442 18.7110 -14.7960
H -12.3949 19.9972 -13.5560
C -7.2750 11.0421 -25.6877
C -6.8029 9.9582 -26.6033
O -7.3808 8.9583 -26.9129
N -5.3199 10.1354 -27.0142
H -4.8889 11.0224 -26.7963
H -4.7978 9.4604 -26.4738
C -5.0888 9.9113 -28.5274
H -8.3281 10.8465 -25.4855
H -7.2561 12.0761 -26.0322
H -6.8634 11.0779 -24.6791
H -4.0310 9.9500 -28.7875
H -5.4869 10.8815 -28.8246
H -5.5794 9.0074 -28.8886
C -7.9062 14.3202 -16.3170
O -8.6927 14.5276 -17.4893
O -7.3824 15.6378 -15.9879
C -8.6387 13.4215 -15.3476
F -8.5099 12.1641 -15.6650
F -7.9281 13.5489 -14.2000
F -9.9293 13.7183 -15.1483
C -8.8141 13.4458 -18.4208
C -9.2986 14.0630 -19.7303
H -9.6415 13.2674 -20.3917
H -10.1076 14.7555 -19.4979
H -8.5321 14.6697 -20.2125
H -9.4506 12.6110 -18.1276
H -7.8796 12.9619 -18.7048
H -7.0646 13.6898 -16.6043
B -15.3880 10.0406 -20.1463
F -15.9913 11.1756 -19.6307
F -15.8747 9.0909 -19.2961
F -15.8573 9.8645 -21.4131
F -14.0399 10.2824 -20.1047
B -2.5607 11.0353 -20.8502
F -1.2820 10.5328 -20.7624
F -2.4659 12.3728 -21.1043
F -3.1640 10.4593 -21.9315
F -3.0904 10.7037 -19.6451
*
```

=====

What did the first record say?
The following is a quantum chemistry calculation of a cluster of 5 separate species, C16H37BFN3O13S4 in total at a distorted geometry, from OMol25.

E_HOMO (eV): -10.4
Orbital gap (eV): 10.53

Geometry as ORCA input:
```
! wB97M-V def2-TZVPD RIJCOSX def2/J DEFGRID3
* xyz 0 1
N 1.0704 -4.0561 -2.1706
C 0.0562 -3.7313 -2.6248
C -1.2521 -3.1840 -3.0117
F -1.7072 -3.8798 -4.0763
C -2.2023 -3.3009 -1.8160
C -2.2452 -2.0148 -1.1479
N -2.2868 -0.9316 -0.7428
B -3.6931 -3.7128 -2.2711
N -4.5129 -2.7026 -2.9094
O -4.0602 -4.9932 -1.9861
H -1.0825 -2.1490 -3.2605
H -1.8193 -4.0364 -1.1217
H -5.1039 -2.2095 -2.2577
H -5.0474 -3.0460 -3.6938
H -4.6026 -5.3842 -2.6716
C 6.6646 -2.0104 2.3166
C 5.3935 -2.8279 2.1924
O 4.6979 -2.5736 0.9582
S 5.2601 -3.2580 -0.3702
C 3.8552 -2.9531 -1.3841
O 5.3944 -4.6638 -0.1367
O 6.3696 -2.4923 -0.8508
H 7.4107 -2.3282 1.5893
H 7.0899 -2.1254 3.3139
H 6.4606 -0.9552 2.1365
H 5.5956 -3.8957 2.2930
H 4.6983 -2.5529 2.9834
H 3.0099 -3.4976 -0.9878
H 4.0919 -3.3035 -2.3855
H 3.6630 -1.8831 -1.3953
C -7.7476 -1.2577 -8.2263
C -6.9503 -0.3782 -7.2830
O -7.7500 0.1207 -6.1918
S -8.0703 -0.8694 -4.9882
C -8.6569 0.3435 -3.8556
O -6.8372 -1.4182 -4.5059
O -9.1510 -1.7276 -5.3586
H -8.0428 -2.1889 -7.7444
H -7.1514 -1.5032 -9.1051
H -8.6586 -0.7517 -8.5445
H -6.0750 -0.9011 -6.8943
H -6.5929 0.5036 -7.8108
H -7.8418 1.0184 -3.6105
H -8.9959 -0.1820 -2.9659
H -9.4837 0.8780 -4.3148
C -1.0048 0.6743 1.4144
C 0.2546 1.1474 2.1145
O 0.2723 2.5747 2.3299
S -0.5920 3.1606 3.5271
C 0.1345 4.7651 3.5508
O -0.2442 2.4685 4.7325
O -1.9574 3.2699 3.1167
H -1.8793 0.7932 2.0541
H -0.9156 -0.3739 1.1547
H -1.1832 1.2494 0.5092
H 0.4023 0.6289 3.0635
H 1.1234 0.9367 1.4936
H 1.1842 4.6713 3.8214
H -0.4017 5.3512 4.2940
H 0.0241 5.2129 2.5672
C 7.0660 4.5212 3.6301
C 6.9493 4.0497 5.0664
O 5.7256 4.4883 5.6891
S 4.3863 3.7049 5.3267
C 3.3865 4.3617 6.6185
O 4.5947 2.3085 5.5518
O 3.8903 4.1843 4.0722
H 6.3258 4.0373 2.9941
H 8.0559 4.2889 3.2374
H 6.9006 5.5963 3.5646
H 7.0347 2.9643 5.1371
H 7.7517 4.4780 5.6638
H 3.7884 4.0355 7.5731
H 2.3800 3.9716 6.4766
H 3.3858 5.4459 6.5438
*
```